A.
C4H14O3 | ωB97M-V/def2-TZVPD

## Properties
Net charge ... 0
HOMO ... -9.42 eV
SMILES ... C=CCC.O.O.O

Element x y z (Å)
C  2.4535  1.6001  0.5736
C  1.1310  2.1462  -0.0787
C  -0.0531  1.5325  0.6148
C  -0.7777  2.2471  1.5436
H  2.9198  2.3550  1.1838
H  2.1251  0.7323  1.2713
H  3.1728  1.3767  -0.1666
H  1.1145  1.9674  -1.2407
H  1.0905  3.2803  0.0957
H  -0.1930  0.4833  0.4560
H  -1.6642  1.9493  2.0596
H  -0.5755  3.3117  1.7830
H  -1.8858  -3.7438  -3.6667
H  -0.5167  -3.3944  -3.0046
O  -1.5063  -3.0679  -3.1176
H  3.0101  -2.9929  2.6771
H  4.3416  -3.7863  2.6542
O  3.4723  -3.6824  2.3140
H  -5.6236  -0.7222  -1.2021
H  -6.0871  -0.4860  -2.7357
O  -5.9481  -1.1058  -2.0140

Atomic partial charges in e from the Löwdin method, atoms 1 to 8: atom 1 (C): -0.11, atom 2 (C): -0.28, atom 3 (C): -0.21, atom 4 (C): 0.00, atom 5 (H): 0.05, atom 6 (H): 0.10, atom 7 (H): 0.04, atom 8 (H): 0.13

---

B.
C4H14O3 | ωB97M-V/def2-TZVPD

## Properties
Net charge ... 0
HOMO ... -10.20 eV
SMILES ... C=CCC.O.O.O

Element x y z (Å)
C  0.2017  3.3114  -1.0477
C  -0.5637  3.1773  0.2539
C  -0.6575  1.7422  0.7083
C  -1.7823  1.0647  0.7956
H  0.0796  4.2918  -1.5306
H  1.2641  3.1205  -0.9644
H  -0.2043  2.6385  -1.8078
H  -1.5594  3.6022  0.1357
H  -0.0880  3.7249  1.0799
H  0.3074  1.2478  0.8183
H  -1.8071  0.0578  1.2049
H  -2.7627  1.5278  0.6971
H  -0.1621  -1.7889  -1.0151
H  0.4340  -2.2348  -2.3551
O  -0.0033  -2.5698  -1.5637
H  3.2596  -0.8035  2.2853
H  3.7594  0.4313  2.9747
O  3.9623  -0.5091  2.8821
H  -1.6418  -5.0452  -0.8211
H  -1.5486  -3.8517  -1.8312
O  -1.8174  -4.7745  -1.7226

Atomic partial charges in e from the Löwdin method, atoms 1 to 8: atom 1 (C): -0.12, atom 2 (C): -0.28, atom 3 (C): -0.22, atom 4 (C): -0.01, atom 5 (H): 0.07, atom 6 (H): 0.07, atom 7 (H): 0.07, atom 8 (H): 0.10

---

Which of them is most stable? Easy: B.

---

A.
C2H8NO | ωB97M-V/def2-TZVPD

## Properties
Net charge ... 0
HOMO (spin up / spin down) ... -5.70 / -9.72 eV
Spin multiplicity ... 2

Element x y z (Å)
C  -0.0348  -1.5302  0.7088
C  -1.3289  -0.1396  -0.8232
N  -0.1517  -0.3672  -0.1677
H  0.5031  -1.2415  1.6098
H  -1.0131  -1.9948  0.7912
H  0.6207  -2.2796  0.2407
H  -2.0496  -0.9308  -0.9801
H  -1.4167  0.6533  -1.5545
H  0.4004  0.4339  0.0993
H  1.7837  2.0097  -0.5523
H  1.4200  3.1622  0.3961
O  1.2668  2.2246  0.2319

Atomic partial charges in e from the Löwdin method, atoms 1 to 8: atom 1 (C): -0.11, atom 2 (C): -0.09, atom 3 (N): -0.17, atom 4 (H): 0.08, atom 5 (H): 0.07, atom 6 (H): 0.07, atom 7 (H): 0.03, atom 8 (H): 0.03

---

B.
C2H8NO | ωB97M-V/def2-TZVPD

## Properties
Net charge ... 0
HOMO (spin up / spin down) ... -4.80 / -9.58 eV
Spin multiplicity ... 2

Element x y z (Å)
O  -0.3892  -2.7937  -0.0728
H  -0.0911  -3.5276  -0.5598
H  -0.7670  -3.2978  0.7209
H  0.7241  2.4520  0.8450
C  0.0365  2.1731  0.0037
C  -0.3591  0.8146  0.0913
N  0.5257  -0.1785  -0.0164
H  -0.7629  2.9086  -0.2135
H  0.9012  2.3214  -0.7638
H  -1.4081  0.4509  0.3224
H  1.5418  -0.1389  -0.1175
H  0.0480  -1.1839  -0.2394

Atomic partial charges in e from the Löwdin method, atoms 1 to 8: atom 1 (O): -0.06, atom 2 (H): 0.02, atom 3 (H): 0.11, atom 4 (H): 0.07, atom 5 (C): -0.19, atom 6 (C): -0.38, atom 7 (N): -0.02, atom 8 (H): 0.07

---

Which of them is most stable? Easy: A.

---

A.
C3H6INO2 | ωB97M-V/def2-TZVPD

## Properties
Net charge ... 0
HOMO ... -9.08 eV
SMILES ... [O-]/[N+](O)=C\I.C=C

Element x y z (Å)
C  -1.5476  -0.5411  0.7862
C  -0.9599  -1.3666  -0.0456
C  1.6272  0.1574  -0.7786
N  0.9881  1.0027  -0.0320
O  -0.1522  1.4820  -0.7022
O  1.1466  1.4857  1.1354
I  3.3549  -0.7329  -0.0639
H  -0.5944  2.2426  -0.1132
H  -1.2045  -0.2298  1.7267
H  -2.5791  -0.3553  0.6539
H  -1.5429  -1.5589  -0.9583
H  0.0586  -1.4537  0.1978
H  1.4051  -0.1321  -1.8062

Atomic partial charges in e from the Löwdin method, atoms 1 to 8: atom 1 (C): -0.09, atom 2 (C): -0.07, atom 3 (C): -0.63, atom 4 (N): -0.44, atom 5 (O): -0.03, atom 6 (O): -0.07, atom 7 (I): 0.88, atom 8 (H): 0.20

---

B.
C3H6INO2 | ωB97M-V/def2-TZVPD

## Properties
Net charge ... 0
HOMO ... -10.03 eV

Element x y z (Å)
C  0.0909  0.8363  1.4375
C  0.5608  0.7375  0.0127
C  0.1909  -0.5866  -0.7036
N  -1.1655  -1.0939  -0.8140
O  -1.2882  -2.3130  -0.9559
O  -2.0943  -0.3477  -0.6263
I  0.8587  -0.5228  -2.8552
H  -0.9279  1.0008  1.5498
H  0.5650  1.7012  1.7885
H  0.4222  -0.0383  1.8988
H  1.6251  0.6134  -0.0435
H  0.2631  1.6912  -0.5457
H  0.8990  -1.6781  -0.1432

Atomic partial charges in e from the Löwdin method, atoms 1 to 8: atom 1 (C): -0.09, atom 2 (C): -0.32, atom 3 (C): -0.59, atom 4 (N): -0.51, atom 5 (O): 0.02, atom 6 (O): 0.09, atom 7 (I): 0.77, atom 8 (H): 0.06

---

Which of them is most stable? Easy: B.